Record 1
The following is a quantum chemistry calculation of an isolated molecule of C13H22N2O5, from the OMol25 dataset.

```
42
Properties=species:S:1:pos:R:3:forces:R:3
C -4.26403 -2.78238 -0.06101 0.007 0.399 0.144
C -4.79880 -1.53157 0.62248 -0.328 -0.345 -0.258
O -3.77287 -0.56284 0.82576 0.286 0.199 -0.001
C -3.48251 0.21849 -0.24255 -0.118 0.071 0.209
O -4.04700 0.13760 -1.30888 -0.227 -0.211 -0.311
N -2.52067 1.12807 0.03798 0.021 0.093 0.141
C -1.72896 1.13098 1.24581 0.158 -0.308 0.295
C -0.31167 0.63784 0.94722 -0.078 0.411 -0.003
C 0.31995 1.49804 -0.15459 -0.108 -0.100 0.018
N 1.64576 1.02449 -0.48702 -0.362 -0.129 -0.160
C 2.77316 1.65845 -0.09480 0.266 -0.359 -0.448
O 2.76487 2.70403 0.51964 0.118 0.375 0.337
C 4.05798 0.93955 -0.48178 0.082 0.158 0.264
C 4.54473 0.04363 0.66259 -0.091 -0.037 -0.089
C 3.59497 -1.12564 0.96215 0.157 0.044 0.037
C 3.53597 -2.06808 -0.21098 0.215 -0.187 0.156
O 4.39557 -2.83665 -0.53818 0.144 -0.043 -0.005
O 2.38591 -1.95117 -0.90613 -0.653 0.166 -0.246
C -0.57699 1.49100 -1.39422 -0.048 0.284 0.276
C -1.98757 1.95160 -1.02435 -0.021 -0.132 -0.435
H -3.43849 -3.20120 0.51021 0.049 -0.085 0.049
H -3.91648 -2.53323 -1.06050 0.009 -0.030 -0.073
H -5.05521 -3.52258 -0.13764 -0.076 -0.122 -0.016
H -5.17157 -1.75840 1.62376 0.022 0.060 -0.120
H -5.59599 -1.08589 0.01915 0.082 -0.062 0.176
H -2.21101 0.49818 1.98911 0.071 0.178 -0.024
H -1.68617 2.15794 1.62553 -0.015 -0.047 0.049
H 0.29392 0.69288 1.85290 0.068 -0.031 0.019
H -0.35181 -0.40281 0.61561 0.008 -0.080 0.012
H 0.44814 2.52253 0.21227 -0.066 -0.117 -0.047
H 1.70884 0.11526 -0.92011 0.136 0.049 -0.006
H 4.81616 1.70045 -0.67074 -0.098 -0.011 -0.068
H 3.91328 0.35475 -1.39097 0.021 -0.004 -0.070
H 4.64573 0.65097 1.56327 0.057 -0.029 -0.003
H 5.52625 -0.36103 0.40842 -0.006 0.034 0.068
H 3.98604 -1.68152 1.81563 -0.084 -0.045 -0.065
H 2.59539 -0.76011 1.19282 0.021 -0.050 0.071
H 2.37787 -2.57638 -1.64902 0.264 0.002 0.154
H -0.16265 2.14732 -2.15985 0.054 -0.012 -0.041
H -0.62714 0.47690 -1.79785 -0.013 -0.062 -0.075
H -2.65963 1.86930 -1.87959 0.090 0.119 0.126
H -1.96328 2.99119 -0.68154 -0.015 -0.005 -0.035
```
Forces are in eV/Å.

Its HOMO-LUMO gap is 9.6598 eV. The value obtained for the HOMO energy is -9.31 eV. The total charge is 0. Its SMILES is CCOC(=O)N1CCC(NC(=O)CCCC(=O)O)CC1.

natural (NBO) population analysis, charges in e, atoms 1 to 2:
1 C -0.635
2 C -0.067

=====

Record 2
The following is a quantum chemistry calculation of C13H22N5OSZr as an isolated structure at a distorted geometry, from the OMol25 dataset.

```
43
Properties=species:S:1:pos:R:3:forces:R:3
Zr -0.24070 0.42160 0.32690 -0.686 1.912 0.900
N 1.96930 0.08590 0.02990 0.711 -0.061 -0.743
C 2.45000 -0.30690 1.39440 0.264 -0.193 0.945
C 1.66440 0.44060 2.48050 0.807 0.196 -0.096
N 0.23320 -0.01880 2.47220 0.022 -0.092 0.509
H 2.36470 -0.59450 -0.64200 -0.243 0.361 0.142
H 2.42370 0.98630 -0.21850 -0.239 -0.432 0.016
H 3.52190 -0.09520 1.51560 -0.300 -0.039 -0.169
H 2.31840 -1.39490 1.51330 0.069 0.311 -0.097
H 1.68160 1.53330 2.29600 -0.020 -0.441 0.183
H 2.13740 0.25290 3.45490 -0.236 0.098 -0.226
H -0.28380 0.54560 3.17200 -0.009 -0.296 -0.344
H 0.20800 -0.99350 2.82620 -0.169 0.486 -0.249
S -1.74370 4.58120 -0.55130 0.701 -1.323 0.488
C -1.01350 3.32920 -0.01610 -1.350 2.981 -0.764
N -0.39440 2.37870 0.45480 0.718 -3.134 -0.142
C -5.82050 3.08000 4.08060 0.092 -0.159 0.123
C -5.75370 1.57910 4.34100 -0.794 0.594 -0.004
N -4.79330 0.89370 3.48220 0.064 -0.324 -0.494
C -3.60040 0.35200 4.09610 0.397 0.093 0.072
C -2.51500 1.41510 4.33950 -0.342 -0.273 -0.025
C -5.17370 0.74000 2.19450 0.385 -0.041 0.487
O -6.18100 1.20170 1.71670 -0.365 -0.093 -0.337
C -4.30100 -0.05700 1.24100 0.478 0.221 -0.079
C -4.90370 -0.99840 0.39090 0.372 0.285 0.148
C -4.12980 -1.62260 -0.57660 0.510 0.035 -0.085
C -2.78440 -1.29810 -0.70110 -0.371 -0.528 -0.482
N -2.20310 -0.35920 0.07600 -0.369 -0.163 -0.274
C -2.97350 0.26090 1.02120 -0.103 0.237 0.239
H -6.54050 3.51490 4.76840 0.016 0.138 0.055
H -6.15830 3.28880 3.06820 0.014 -0.025 0.007
H -4.84890 3.54480 4.24150 0.024 0.146 0.056
H -6.74690 1.16490 4.13060 0.209 -0.093 0.144
H -5.50250 1.36780 5.37990 0.052 -0.047 -0.061
H -3.20880 -0.47220 3.48880 -0.117 0.009 0.159
H -3.87980 -0.06050 5.07090 0.034 -0.111 -0.212
H -2.16100 1.88760 3.41310 -0.039 0.041 0.060
H -1.68530 0.96220 4.88010 0.201 -0.017 0.106
H -2.90740 2.20600 4.97560 0.074 0.101 -0.031
H -5.96250 -1.20120 0.48420 -0.069 -0.006 0.036
H -4.56460 -2.35200 -1.24310 0.031 -0.080 -0.068
H -2.16150 -1.78200 -1.45770 -0.184 0.120 0.230
H -2.49950 1.09020 1.57630 -0.240 -0.393 -0.123
```
Forces are in eV/Å.

Its HOMO-LUMO gap is 4.9382 eV. The value obtained for the HOMO energy is -17.25 eV. The total charge is +3.

natural (NBO) population analysis, charges in e, atoms 1 to 2:
1 Zr 2.447
2 N -0.946

=====

Record 3
The following is a quantum chemistry calculation of C13H23AuF3NO4P2 as an isolated structure at a distorted geometry, from the OMol25 dataset.

```
47
Properties=species:S:1:pos:R:3:forces:R:3
Au 0.00000 0.00000 0.00000 4.506 0.091 -1.355
P -0.19708 1.56024 -1.67811 0.484 2.679 -3.469
C 1.33240 1.07279 -2.67897 0.083 0.573 1.479
C 2.44906 0.54282 -1.78850 -0.235 0.204 -0.208
N 2.07489 0.02738 -0.58698 2.169 0.032 -0.691
C 3.03479 -0.48338 0.22811 -0.070 -0.201 0.321
C 4.38691 -0.49586 -0.12546 -0.676 0.288 -0.551
C 4.75898 0.02818 -1.36647 -0.597 0.002 0.161
C 3.78013 0.55421 -2.21365 -0.268 -0.285 0.809
C 2.56684 -1.00205 1.58141 -0.581 0.078 -0.604
P 0.74479 -1.51309 1.54935 2.309 -2.813 2.755
H 4.04674 0.95685 -3.17978 -0.086 0.042 -0.023
H 5.13141 -0.89923 0.54471 -0.066 -0.041 0.085
H 5.79595 0.02734 -1.66903 0.055 -0.003 -0.013
H 3.18018 -1.84105 1.91020 -0.042 0.002 0.005
H 2.69008 -0.20009 2.30926 -0.088 0.052 0.152
H 1.05594 0.29937 -3.35193 -0.444 -0.804 -0.730
H 1.67132 1.92022 -3.27422 -0.013 0.036 0.043
H -1.03735 -3.77873 -2.84117 0.821 -0.313 -3.060
O -0.76826 -3.74099 -3.84410 0.127 -0.872 2.639
H -0.22265 -4.55688 -4.02037 -0.965 1.187 0.477
H -2.19673 -4.52381 0.95430 -0.853 -1.882 -1.121
O -2.43772 -5.30234 0.35430 -0.346 0.852 1.983
H -3.08508 -5.86015 0.88003 1.163 1.072 -0.848
C 0.90442 -3.34457 1.14105 -0.325 0.895 -0.167
H 1.57914 -3.83771 1.84072 -0.003 0.214 0.121
H -0.07057 -3.82849 1.19924 0.044 0.032 -0.053
H 1.29916 -3.46905 0.13206 -0.066 0.045 -0.010
C 0.34284 -1.56360 3.38782 -0.141 0.344 -0.928
H -0.65836 -1.96797 3.53982 0.017 -0.003 -0.059
H 1.05748 -2.19197 3.91930 0.077 -0.040 -0.203
H 0.38218 -0.55903 3.80926 -0.007 0.017 -0.042
C 0.16930 3.36288 -1.28405 -0.214 -0.911 0.190
H 0.39716 3.91525 -2.19553 -0.060 -0.185 -0.100
H -0.69417 3.82308 -0.80326 0.006 -0.044 0.008
H 1.02392 3.43059 -0.61072 -0.016 -0.045 0.028
C -1.49287 1.67616 -3.03736 0.367 -0.357 0.828
H -2.42973 2.05838 -2.63231 0.034 -0.012 0.035
H -1.15466 2.34221 -3.83117 0.180 0.062 0.147
H -1.67081 0.68947 -3.46661 0.013 -0.015 0.095
F -3.99983 2.01824 2.52673 0.683 -2.044 -1.578
C -3.72549 0.93383 1.71249 -4.047 0.196 1.269
F -4.00502 -0.23159 2.40150 0.714 2.168 -1.360
F -4.52381 1.00098 0.58596 1.726 -0.152 2.076
C -2.28851 0.93823 1.30455 3.229 -1.741 -2.140
O -1.48078 1.88789 1.71844 -1.347 -1.821 -0.859
O -1.82745 -0.01175 0.52382 -7.250 3.418 4.466
```
Forces are in eV/Å.

Its HOMO-LUMO gap (alpha / beta) is 6.1801 / 4.0854 eV. The value obtained for the HOMO energy (alpha / beta) is -13.76 / -15.68 eV. Its multiplicity is 3. The total charge is +2.

natural (NBO) population analysis, charges in e, atoms 1 to 2:
1 Au 0.922
2 P 0.802

=====

Number 1: DFT total energy -994.3636 a.u.. Number 2: DFT total energy -1301.8314 a.u.. Number 3: DFT total energy -1982.1921 a.u..